# 1
Molecular formula: C18H48F3O9
Method: DFT, the ωB97M-V functional and the def2-TZVPD basis

Each line ends with the Löwdin charge.
CARTESIAN COORDINATES (ANGSTROEM)
F: 5.561 -5.208 -6.079  0.129
F: 6.368 -4.556 -7.950  0.124
F: 7.080 -6.389 -7.096  0.074
O: 12.523 -6.270 -6.588  -0.100
O: 9.462 -9.603 -9.592  -0.069
O: 7.906 -3.502 -10.770  -0.093
O: 2.177 -4.964 -1.073  -0.098
O: 4.258 -5.764 -9.003  -0.163
O: 0.826 -9.333 -1.357  -0.114
O: 5.366 -14.151 -4.763  -0.097
O: 3.912 -6.918 -7.068  -0.097
O: 4.890 -3.006 -9.883  -0.116
C: 5.950 -5.642 -7.290  -0.532
C: 7.958 -4.868 -11.195  -0.304
C: 3.513 -5.512 -1.075  -0.305
C: 4.401 -2.834 -11.205  -0.326
C: 7.171 -9.412 -8.851  -0.087
C: 0.897 -9.926 -2.677  -0.286
C: 8.620 -9.078 -8.577  -0.347
C: 10.308 -6.197 -5.863  -0.085
C: 4.282 -8.145 -6.481  -0.281
C: 2.941 -2.363 -11.215  -0.086
C: 3.291 -8.436 -5.348  -0.080
C: 8.465 -5.728 -10.064  -0.077
C: 3.406 -6.954 -1.514  -0.083
C: 5.091 -11.685 -4.625  -0.083
C: 4.845 -6.431 -8.054  -0.533
C: 11.178 -6.533 -7.058  -0.291
C: -0.350 -9.548 -3.448  -0.096
C: 5.095 -13.038 -3.895  -0.312
H: 4.440 -8.957 -7.200  0.107
H: 3.814 -8.548 -4.398  0.048
H: 2.477 -7.719 -5.284  0.077
H: 6.995 -10.479 -8.986  0.075
H: 8.738 -8.011 -8.370  0.079
H: 2.445 -2.730 -12.116  0.063
H: 5.074 -2.139 -11.709  0.105
H: 9.472 -5.430 -9.775  0.066
H: 5.327 -7.302 -8.563  0.122
H: 4.663 -14.189 -5.417  0.073
H: 2.442 -2.772 -10.339  0.074
H: 7.012 -3.354 -10.448  0.039
H: 2.534 -7.429 -1.067  0.057
H: 10.039 -5.139 -5.865  0.078
H: -1.209 -9.868 -2.848  0.075
H: 4.172 -11.663 -5.202  0.067
H: 4.063 -13.189 -3.556  0.103
H: 2.883 -1.274 -11.179  0.061
H: 5.256 -7.968 -5.991  0.108
H: 1.778 -9.519 -3.177  0.085
H: 10.969 -5.851 -7.880  0.099
H: 5.001 -10.975 -3.794  0.072
H: 10.258 -9.064 -9.613  0.072
H: 4.460 -3.802 -9.514  0.048
H: 4.258 -7.542 -1.169  0.079
H: 8.523 -4.895 -12.128  0.103
H: 4.473 -3.792 -11.736  0.107
H: 7.756 -5.750 -9.240  0.051
H: 2.808 -9.412 -5.502  0.055
H: -0.456 -10.157 -4.351  0.074
H: 4.158 -4.953 -1.753  0.111
H: 10.844 -6.439 -4.947  0.072
H: 0.446 -8.451 -1.419  0.068
H: 3.860 -5.448 -0.038  0.104
H: 6.808 -8.909 -9.755  0.079
H: 0.941 -10.988 -2.453  0.111
H: 13.022 -5.979 -7.356  0.069
H: 8.516 -6.772 -10.410  0.071
H: -0.450 -8.491 -3.677  0.077
H: 11.054 -7.588 -7.309  0.096
H: 5.776 -13.097 -3.053  0.107
H: 8.808 -9.530 -7.585  0.109
H: 6.031 -11.470 -5.122  0.076
H: 3.338 -6.989 -2.600  0.064
H: 9.333 -6.692 -5.823  0.060
H: 6.514 -9.040 -8.063  0.041
H: 6.932 -5.148 -11.463  0.111
H: 2.256 -4.009 -0.998  0.071

The electronic energy comes out at -46023.210 eV. Its LUMO energy is 2.3 eV. As for the multiplicity: 1. Its total charge is -1. The energy relative to the best compared isomer or geometry (same formula, charge and spin) is 1.9402 eV. The HOMO energy is -4.4 eV.

# 2
Molecular formula: C9H9O4
Method: DFT, the ωB97M-V functional and the def2-TZVPD basis

Each line ends with the natural charge from an NBO analysis.
CARTESIAN COORDINATES (ANGSTROEM)
O: 4.028 0.535 0.460  -0.631
O: 0.909 -1.899 -1.700  -0.615
O: -2.662 -0.880 0.209  -0.676
O: 0.082 2.013 -0.984  -0.662
C: 0.950 -0.972 -0.876  0.415
C: -0.723 1.081 -0.849  0.525
C: 2.830 0.356 0.415  0.375
C: -0.470 -0.253 -0.531  -0.414
C: -0.856 -2.437 0.610  -0.705
C: -2.207 1.401 -0.963  -0.701
C: -1.435 -1.063 0.047  0.533
C: 2.005 1.413 1.367  -0.603
C: 1.991 -0.281 -0.359  0.166
H: 0.070 -2.182 1.096  0.197
H: -0.791 -3.091 -0.206  0.233
H: -2.911 1.509 -0.153  0.243
H: -2.538 0.461 -1.557  0.228
H: 2.068 2.336 0.772  0.248
H: -2.302 2.195 -1.798  0.199
H: 2.580 1.364 2.214  0.210
H: 0.987 0.996 1.459  0.220
H: -1.606 -2.601 1.327  0.215

The electronic energy comes out at -17665.480 eV. Its LUMO energy (alpha / beta) is 2.0 / 2.0 eV. As for the multiplicity: 1. Its total charge is -1. The energy relative to the best compared isomer or geometry (same formula, charge and spin) is 2.9772 eV. The HOMO energy (alpha / beta) is -4.7 / -4.7 eV.

# 3
Molecular formula: C2F3MgNO4PdS2
Method: DFT, the ωB97M-V functional and the def2-TZVPD basis

Each line ends with the natural charge from an NBO analysis.
CARTESIAN COORDINATES (ANGSTROEM)
Pd: 2.206 -0.398 0.626  0.965
S: 0.545 -1.956 0.250  -0.146
S: -0.497 0.682 0.490  2.153
Mg: 0.236 -0.855 -2.032  1.720
F: -3.021 1.170 0.987  -0.270
F: -2.589 -0.918 0.684  -0.296
F: -2.012 0.045 2.528  -0.281
O: -0.236 2.036 0.946  -0.811
O: 2.030 0.592 -2.666  -0.665
O: -0.787 0.509 -0.982  -1.085
O: 3.172 -0.904 -1.430  -0.607
N: 0.585 -0.332 1.021  -0.961
C: -2.153 0.204 1.226  0.773
C: 2.521 0.125 -1.647  0.512

The electronic energy comes out at -50489.553 eV. As for the expectation value of S²: 3.7643. Its LUMO energy (alpha / beta) is -6.0 / -7.1 eV. As for the multiplicity: 4. Its total charge is +1. The energy relative to the best compared isomer or geometry (same formula, charge and spin) is 0.4114 eV. The HOMO energy (alpha / beta) is -12.2 / -15.0 eV.

# 4
Molecular formula: C8H14N
Method: DFT, the ωB97M-V functional and the def2-TZVPD basis

Each line ends with the natural charge from an NBO analysis.
CARTESIAN COORDINATES (ANGSTROEM)
N: 1.816 -1.512 0.113  -0.701
C: 0.905 0.386 1.141  -0.195
C: 0.318 1.867 1.210  -0.410
C: -1.657 -0.416 0.390  -0.426
C: -0.165 -0.272 0.268  -0.149
C: 0.672 0.970 -0.077  0.042
C: 1.173 1.580 -1.257  -0.652
C: -2.417 -1.391 -0.594  -0.608
C: 0.466 -1.466 -0.085  0.314
H: 0.118 -2.464 -0.524  0.271
H: -2.789 -2.328 -0.192  0.237
H: 2.057 2.115 -0.853  0.246
H: 1.620 0.321 1.898  0.279
H: -1.818 -0.640 1.513  0.235
H: 2.198 -2.501 -0.012  0.433
H: -2.079 0.593 0.379  0.239
H: -1.736 -1.551 -1.415  0.194
H: 2.503 -0.759 0.141  0.449
H: -0.785 2.129 1.299  0.229
H: 0.524 2.425 -1.448  0.252
H: 0.969 2.726 1.365  0.235
H: 1.308 1.078 -2.192  0.245
H: -3.202 -0.889 -1.068  0.241

The electronic energy comes out at -10001.565 eV. Its LUMO energy is -4.9 eV. As for the multiplicity: 1. Its total charge is +1. The energy relative to the best compared isomer or geometry (same formula, charge and spin) is 3.5136 eV. The HOMO energy is -13.5 eV. The SMILES is CC[C@]1(C=[NH2+])[C@@H]2C[C@@]21C.

# 5
Molecular formula: C46H108ClN11O6P3S
Method: DFT, the ωB97M-V functional and the def2-TZVPD basis

Each line ends with the Löwdin charge.
CARTESIAN COORDINATES (ANGSTROEM)
Cl: -2.570 -3.475 8.738  0.375
S: -1.795 -2.929 6.895  0.429
P: -2.478 -8.160 4.529  0.756
P: 0.863 6.231 -4.845  0.756
P: -5.437 1.553 -5.954  0.759
O: -1.233 2.963 2.405  0.043
O: -3.310 -6.868 4.392  -0.332
O: -1.262 -1.513 6.920  -0.397
O: -3.945 1.788 -5.648  -0.320
O: -0.692 -3.841 6.425  -0.401
O: 2.373 6.412 -4.608  -0.306
N: -5.859 3.195 -5.644  -0.310
N: -5.630 0.646 -4.490  -0.364
N: -3.454 -8.798 5.801  -0.310
N: -1.139 -7.305 5.218  -0.348
N: 0.493 7.888 -4.537  -0.311
N: -7.149 1.228 -6.325  -0.282
N: -0.858 5.946 -5.211  -0.281
N: -1.507 -9.654 4.567  -0.281
N: 0.973 -1.772 1.130  0.101
N: 0.670 5.326 -3.379  -0.363
N: -2.301 2.510 0.389  -0.113
C: 1.005 8.818 -5.546  -0.142
C: 0.019 -1.801 2.040  0.077
C: -2.305 2.595 1.853  -0.408
C: 5.256 -0.701 -1.171  -0.208
C: 9.660 2.936 2.635  -0.229
C: -7.867 0.080 -5.761  -0.121
C: 2.801 0.192 -1.220  -0.180
C: -4.811 -9.171 5.391  -0.142
C: 9.988 -1.334 0.814  -0.194
C: -3.022 -9.725 6.838  -0.133
C: -1.150 -6.918 6.624  -0.125
C: -1.285 -0.869 1.822  -0.148
C: -2.784 3.753 -0.277  -0.203
C: 1.938 0.227 0.149  -0.121
C: 0.595 6.007 -2.094  -0.129
C: -3.265 -2.345 2.924  -0.166
C: -2.943 1.274 -0.123  -0.159
C: 1.590 4.194 -3.263  -0.159
C: -1.041 5.901 -6.677  -0.135
C: 10.426 -0.102 1.762  -0.191
C: -1.597 4.813 -4.647  -0.120
C: -4.680 -0.459 -4.354  -0.153
C: -7.144 3.684 -5.165  -0.134
C: -3.090 -2.957 5.531  -0.218
C: -5.749 1.330 -3.213  -0.137
C: -0.771 8.411 -4.037  -0.138
C: -2.436 -1.965 1.585  -0.142
C: -5.354 4.142 -6.641  -0.149
C: -0.732 -0.110 0.489  -0.189
C: 10.845 1.218 0.942  -0.196
C: -7.326 1.174 -7.792  -0.137
C: 8.451 -1.792 1.054  -0.201
C: 0.662 -0.785 0.033  -0.169
C: 7.554 -1.049 -0.052  -0.222
C: -0.699 -6.165 4.415  -0.163
C: 3.711 -1.145 -1.177  -0.199
C: -3.529 2.275 2.817  -0.017
C: -0.040 -9.632 4.580  -0.122
C: 11.034 3.529 3.203  -0.238
C: -1.770 0.283 -0.651  -0.117
C: 9.743 2.364 1.145  -0.222
C: -2.371 -2.355 4.245  -0.240
C: -1.920 -10.531 3.451  -0.139
C: 6.011 -1.526 -0.009  -0.222
C: 11.652 2.532 4.321  -0.132
C: -4.137 4.370 0.307  -0.095
H: -7.027 4.682 -4.730  0.087
H: -3.168 -1.576 0.792  0.112
H: 1.624 1.276 0.455  0.123
H: -4.170 -1.647 2.976  0.121
H: -4.984 2.104 -3.086  0.074
H: 10.913 4.547 3.721  0.106
H: 0.370 -9.053 3.749  0.084
H: -2.610 4.762 -5.062  0.073
H: 1.066 9.836 -5.150  0.082
H: -7.353 -0.865 -5.959  0.087
H: 10.621 -2.236 1.147  0.106
H: -1.609 -10.118 2.487  0.080
H: -1.101 3.860 -4.851  0.088
H: 8.134 -1.429 2.083  0.105
H: -5.979 4.141 -7.542  0.071
H: -3.289 -4.064 5.337  0.107
H: 1.788 -2.378 1.277  0.174
H: 7.571 0.095 0.056  0.107
H: -8.019 0.192 -4.688  0.076
H: -5.666 0.629 -2.376  0.074
H: -0.402 0.889 0.942  0.122
H: -6.868 2.046 -8.270  0.072
H: 1.383 6.756 -1.974  0.088
H: 3.405 1.154 -1.249  0.109
H: 12.475 1.862 3.891  0.066
H: -0.337 -6.224 6.852  0.071
H: -3.711 -9.683 7.688  0.088
H: 2.586 4.507 -2.923  0.079
H: -8.384 1.185 -8.064  0.086
H: -3.380 1.203 3.196  0.072
H: -8.875 0.011 -6.185  0.088
H: -1.330 -5.284 4.576  0.035
H: -1.545 -0.156 2.676  0.141
H: 5.411 0.406 -0.925  0.111
H: -2.989 3.521 -1.386  0.121
H: 1.706 3.688 -4.224  0.072
H: 8.902 3.801 2.630  0.108
H: -1.199 7.806 -3.241  0.053
H: -0.621 9.408 -3.608  0.087
H: -0.595 4.997 -7.104  0.083
H: -5.238 -8.434 4.708  0.068
H: 12.146 3.169 5.137  0.070
H: 11.774 3.588 2.343  0.097
H: -4.333 3.900 -6.946  0.062
H: 9.534 0.176 2.412  0.086
H: 2.050 0.169 -2.081  0.110
H: -1.742 4.925 -3.572  0.066
H: 11.280 -0.382 2.458  0.107
H: -0.962 -7.780 7.264  0.061
H: 5.574 -1.247 1.019  0.117
H: -7.571 3.065 -4.379  0.055
H: -0.566 6.764 -7.153  0.071
H: -4.819 -10.142 4.881  0.069
H: -7.887 3.758 -5.968  0.081
H: -5.080 3.772 0.026  0.085
H: -1.211 0.843 -1.484  0.132
H: -4.532 -0.963 -5.311  0.074
H: 0.672 5.297 -1.264  0.075
H: 3.417 -1.778 -2.076  0.112
H: -2.243 -0.633 -1.133  0.113
H: -3.529 0.674 0.647  0.112
H: 10.860 1.849 4.782  0.070
H: 9.194 2.124 3.292  0.094
H: -2.092 -6.444 6.915  0.078
H: -3.649 1.496 -1.011  0.118
H: -1.501 -11.534 3.560  0.085
H: -4.555 2.373 2.320  0.088
H: 7.946 -1.325 -1.086  0.115
H: -4.044 -2.417 5.828  0.124
H: 8.713 1.935 0.895  0.090
H: -6.859 0.279 -8.215  0.083
H: 10.172 -1.135 -0.290  0.101
H: -1.967 -1.296 4.437  0.115
H: 9.923 3.214 0.388  0.116
H: -3.429 2.945 3.742  0.109
H: -3.008 -10.644 3.430  0.071
H: 11.824 1.621 1.392  0.095
H: 5.704 -0.919 -2.202  0.122
H: 5.883 -2.636 -0.223  0.114
H: -2.100 5.935 -6.945  0.078
H: 0.360 -10.650 4.513  0.087
H: -0.379 6.478 -1.961  0.051
H: -1.468 -3.034 4.025  0.093
H: -4.117 4.601 1.421  0.075
H: 2.631 -0.172 0.972  0.116
H: 3.531 -1.769 -0.236  0.080
H: 0.638 -1.405 -0.934  0.173
H: 2.013 8.546 -5.864  0.071
H: -5.057 -1.209 -3.650  0.078
H: 0.334 -5.895 4.657  0.085
H: 0.247 -2.512 2.895  0.161
H: 0.366 8.829 -6.438  0.068
H: -1.527 8.501 -4.828  0.078
H: -3.645 -3.416 2.741  0.130
H: -1.969 4.545 -0.272  0.120
H: 0.345 -9.240 5.522  0.079
H: -4.277 5.388 -0.216  0.089
H: -3.699 -0.115 -3.997  0.069
H: -0.724 -6.409 3.349  0.071
H: -2.039 -9.489 7.240  0.057
H: -6.739 1.772 -3.100  0.059
H: 11.055 0.995 -0.154  0.107
H: 1.204 3.452 -2.554  0.065
H: -5.326 5.160 -6.241  0.081
H: -1.952 -2.909 1.139  0.132
H: -2.994 -10.762 6.484  0.080
H: -5.482 -9.225 6.253  0.083
H: 8.310 -2.912 0.897  0.110

The electronic energy comes out at -129333.559 eV. Its LUMO energy is -3.4 eV. As for the multiplicity: 1. Its total charge is +1. The HOMO energy is -9.3 eV.

# 6
Molecular formula: C18H32MnO4P2
Method: DFT, the ωB97M-V functional and the def2-TZVPD basis

Each line ends with the natural charge from an NBO analysis.
CARTESIAN COORDINATES (ANGSTROEM)
Mn: -0.054 0.440 0.060  1.051
P: 1.132 -0.585 -1.778  0.870
P: 1.720 -3.452 0.382  1.590
O: -1.251 -0.895 0.618  -0.863
O: 0.928 2.294 0.124  -0.567
O: -1.564 1.650 0.541  -0.586
O: 1.473 0.048 1.391  -0.575
C: 2.342 -2.213 1.571  -0.765
C: 2.100 -2.118 -2.126  -0.288
C: -0.053 -3.584 0.353  -1.010
C: 2.612 -2.171 -3.423  -0.174
C: 1.399 -1.162 2.165  -0.069
C: -2.588 -0.437 0.584  -0.097
C: 1.722 1.247 2.142  -0.095
C: -0.155 -0.652 -3.069  -0.933
C: 2.383 -3.203 -1.277  -0.415
C: 3.698 -4.262 -3.026  -0.186
C: 2.313 -5.013 1.044  -0.968
C: -1.233 2.972 0.983  -0.092
C: 3.396 -3.219 -3.878  -0.152
C: 3.185 -4.252 -1.740  -0.119
C: 1.974 2.326 1.114  -0.088
C: -0.041 3.369 0.137  -0.089
C: -2.645 0.945 1.203  -0.086
C: 2.277 0.713 -2.357  -0.925
H: -2.429 0.915 2.274  0.190
H: -0.390 -3.925 1.335  0.271
H: 1.727 -0.939 3.181  0.214
H: 2.610 0.561 -3.381  0.250
H: -0.345 3.496 -0.901  0.217
H: 2.731 -2.821 2.392  0.274
H: -0.714 0.286 -3.052  0.245
H: -2.971 -0.386 -0.443  0.171
H: 2.909 2.138 0.587  0.216
H: 0.245 -0.795 -4.072  0.252
H: 1.877 -5.112 2.040  0.274
H: 2.600 1.116 2.777  0.222
H: -2.069 3.652 0.817  0.229
H: -3.582 1.471 1.019  0.215
H: -0.551 -2.632 0.140  0.321
H: 3.420 -5.087 -1.099  0.218
H: 1.979 -5.854 0.439  0.279
H: 3.207 -1.720 1.124  0.278
H: 3.399 -5.024 1.133  0.273
H: -1.000 2.946 2.051  0.193
H: -3.240 -1.111 1.146  0.204
H: 2.024 3.308 1.583  0.223
H: -0.848 -1.463 -2.845  0.258
H: 0.357 -1.479 2.201  0.235
H: 0.854 1.469 2.771  0.192
H: 1.771 1.676 -2.295  0.251
H: 4.316 -5.087 -3.353  0.248
H: -0.318 -4.339 -0.390  0.278
H: 3.767 -3.211 -4.894  0.247
H: 0.422 4.292 0.483  0.225
H: 2.398 -1.370 -4.117  0.223
H: 3.150 0.739 -1.705  0.246

The electronic energy comes out at -77257.810 eV. As for the expectation value of S²: 0.8232. Its LUMO energy (alpha / beta) is -5.2 / -5.2 eV. As for the multiplicity: 2. Its total charge is +2. The HOMO energy (alpha / beta) is -14.4 / -14.2 eV.